This record from the Open Molecules 2025 dataset describes a 2-piece molecular cluster, C5H4BN3O overall in a non-equilibrium geometry. The level of theory is the ωB97M-V functional and the def2-TZVPD basis.

Geometry as XYZ:
```
14
Properties=species:S:1:pos:R:3:mulliken_charge:R:1
C 1.5519 -0.6287 1.6147 -1.189
C 0.3131 -0.0091 1.0090 0.247
C -0.8456 -0.5591 0.8696 0.649
N -1.9727 -0.7737 0.6361 -0.313
C -3.2147 -1.0119 0.2702 0.557
N -4.3411 -1.1317 0.0839 -0.445
C 0.5462 1.2541 0.4694 0.135
N 0.9061 2.2404 0.0097 -0.467
H 1.3326 -1.6824 2.0188 0.330
H 2.4105 -0.9996 0.9536 0.271
H 2.0150 0.1681 2.3095 0.286
B -2.6090 2.8218 -0.1742 0.277
O -2.4910 1.8053 0.4423 -0.381
H -2.9163 3.6562 -1.0543 0.044
```

The SMILES is CC(=C=NC#N)C#N.B=O. The calculation puts the total energy at -457.193008 a.u. Its relative energy (zero: lowest compared OMol25 entry of this formula, charge and spin) is 113.5 kJ/mol. The HOMO energy comes out at -9.05 eV. As for the spin multiplicity: 1.



This record from the Open Molecules 2025 dataset describes C19H14F2NO4S as an isolated structure in a non-equilibrium geometry. The level of theory is the ωB97M-V functional and the def2-TZVPD basis.

Geometry as XYZ:
```
41
Properties=species:S:1:pos:R:3:mulliken_charge:R:1
C -1.7308 3.7129 -0.7169 -1.517
C -1.6258 2.8617 0.4971 0.890
C -0.2091 2.3011 0.7214 0.249
C -0.0410 1.1946 -0.3352 -0.001
C 1.3459 1.0042 -0.8841 0.246
C 1.9959 2.0324 -1.5937 -0.083
C 3.2009 1.7670 -2.2480 -0.649
C 3.7782 0.4970 -2.1767 -0.393
C 3.1323 -0.5270 -1.4655 -0.567
C 1.9078 -0.2809 -0.8435 -0.480
O -0.9298 0.4108 -0.6071 -0.580
O -2.5600 2.5273 1.2059 -0.557
H -0.7980 4.2530 -0.9199 0.249
H -1.9674 3.0738 -1.5812 0.325
H -2.5439 4.4341 -0.5791 0.467
H 0.7024 2.9257 0.6088 0.390
H 1.5178 3.0156 -1.6442 0.330
H 3.6890 2.5650 -2.8145 0.360
H 4.7327 0.3001 -2.6641 0.358
H 3.5757 -1.5189 -1.3985 0.361
H 1.3699 -1.0698 -0.3152 0.395
F 1.6334 5.8642 3.2672 -0.268
C 0.2839 5.5485 3.2947 0.471
F -0.4206 6.6178 2.7657 -0.266
S 0.0225 4.1464 2.1834 -0.013
N -0.6114 2.8880 3.5472 -0.162
C -0.7500 1.6985 2.9766 -0.188
O -0.1185 1.4055 1.8747 -0.363
C -1.8093 0.9526 3.5917 1.118
C -2.3740 1.8144 4.5366 0.056
C -3.6276 1.5438 5.0685 -0.537
C -4.2841 0.3749 4.6565 -0.519
C -3.7148 -0.4787 3.6921 -0.431
C -2.4704 -0.1866 3.1274 -0.773
C -1.6858 3.1315 4.4574 0.256
O -1.9687 4.2024 4.9619 -0.708
H -0.0587 5.3342 4.3158 0.068
H -4.0569 2.2451 5.7840 0.396
H -5.2679 0.1337 5.0672 0.339
H -4.2632 -1.3618 3.3630 0.349
H -2.0040 -0.7827 2.3471 0.383
```

The calculation puts the total energy at -1685.968733 a.u. Its relative energy (zero: lowest compared OMol25 entry of this formula, charge and spin) is 194.2 kJ/mol. The HOMO energy comes out at -1.74 eV. As for the spin multiplicity: 1. The total charge is -1.



This record from the Open Molecules 2025 dataset describes a 3-piece molecular cluster, C49H38BFN3O6PS2 overall in a non-equilibrium geometry. The level of theory is the ωB97M-V functional and the def2-TZVPD basis.

Geometry as XYZ:
```
101
Properties=species:S:1:pos:R:3:mulliken_charge:R:1
C -0.5277 4.1449 -3.9536 -1.234
C -0.8231 4.5782 -5.3863 -0.062
O -2.2094 4.8954 -5.5545 -0.385
B -2.7302 4.7494 -6.8128 0.706
O -3.3626 5.8452 -7.3816 -0.608
C -2.6850 3.4038 -7.6630 0.662
C -2.6899 3.5893 -9.0414 -1.104
C -2.6302 2.5132 -9.8947 0.099
F -2.6126 2.7240 -11.2220 -0.369
C -2.5905 1.2128 -9.4213 -0.267
P -2.5257 -0.0965 -10.6773 0.207
S -4.1485 -0.3068 -11.7191 -0.400
C -2.6236 1.0129 -8.0335 0.881
C -2.6643 2.0926 -7.1460 -0.850
N -2.7592 1.9635 -5.7209 1.269
C -4.2187 2.0917 -5.3045 -1.025
N -4.4029 2.9899 -4.1887 -0.255
C -5.1927 4.1969 -4.4355 -0.848
C -2.2241 0.7639 -5.1492 -0.322
C -1.7828 0.8211 -3.8320 -0.927
C -1.3108 -0.2988 -3.1727 -0.928
C -1.2604 -1.5298 -3.8225 0.373
C -0.7893 -2.7573 -3.1386 0.384
C 0.4481 -2.7958 -2.4913 -0.316
C 0.8514 -3.9780 -1.8857 -0.401
N 0.1295 -5.0993 -1.8755 -0.570
C -1.0555 -5.0479 -2.4855 -0.607
C -1.5633 -3.9195 -3.1184 -0.293
C -1.6682 -1.5886 -5.1478 -0.722
C -2.1448 -0.4594 -5.8020 0.932
S -2.6623 -0.6562 -7.4635 -0.634
H -1.4754 3.9822 -3.4427 0.291
H 0.0295 4.8925 -3.3940 0.362
H 0.0088 3.1977 -3.9409 0.273
H -0.5144 3.7970 -6.0871 0.145
H -0.2510 5.4745 -5.6392 0.578
H -2.7825 6.4283 -7.8780 0.331
H -2.7426 4.5818 -9.4681 0.409
H -1.3773 0.2462 -11.4057 0.101
H -2.1623 -1.2542 -9.9874 0.042
H -4.7739 2.4359 -6.1754 0.468
H -4.5442 1.0861 -5.0238 0.422
H -3.5049 3.2320 -3.8029 0.285
H -4.6209 5.1057 -4.2461 0.273
H -6.0754 4.2122 -3.7923 0.301
H -5.5586 4.2373 -5.4644 0.301
H -1.8116 1.7550 -3.2889 0.268
H -0.9805 -0.2120 -2.1447 0.459
H 1.0640 -1.9058 -2.4785 0.499
H 1.8176 -4.0174 -1.3943 0.371
H -1.6451 -5.9590 -2.4804 0.379
H -2.5409 -3.9526 -3.5824 0.497
H -1.6183 -2.5352 -5.6726 0.546
O -0.9474 -5.6669 4.6658 -0.661
C -0.8608 -4.4643 4.5389 0.548
C -0.9882 -3.8188 3.2005 0.272
C -1.2331 -4.6143 2.0878 -0.840
C -1.3851 -4.0360 0.8386 -0.487
C -1.3011 -2.6542 0.7008 -0.138
C -1.0450 -1.8566 1.8023 -0.806
C -0.8812 -2.4342 3.0555 0.175
C -0.5886 -1.5583 4.2243 0.474
O -0.4449 -0.3605 4.0906 -0.684
C -0.4829 -2.2010 5.5650 0.216
C -0.2461 -1.4032 6.6763 -0.510
C -0.1677 -1.9731 7.9355 -0.441
C -0.3294 -3.3458 8.0891 -0.589
C -0.5568 -4.1481 6.9837 -0.621
C -0.6301 -3.5807 5.7176 0.298
H -1.3047 -5.6861 2.2114 0.470
H -1.5823 -4.6630 -0.0149 0.470
H -1.4361 -2.2006 -0.2731 0.543
H -0.9725 -0.7822 1.7035 0.484
H -0.1247 -0.3366 6.5475 0.569
H 0.0202 -1.3501 8.7999 0.396
H -0.2741 -3.7894 9.0743 0.402
H -0.6796 -5.2168 7.0914 0.479
O 7.4589 1.6742 6.4983 -0.661
C 6.5528 1.1450 7.1056 0.576
C 6.8215 0.0855 8.1207 0.144
C 8.1364 -0.2776 8.3833 -0.556
C 8.4097 -1.2359 9.3442 -0.480
C 7.3711 -1.8355 10.0486 -0.481
C 6.0582 -1.4873 9.7817 -0.533
C 5.7778 -0.5300 8.8148 0.161
C 4.3562 -0.1820 8.5317 0.493
O 3.4465 -0.7510 9.0979 -0.669
C 4.0897 0.8918 7.5330 0.173
C 2.7756 1.2575 7.2771 -0.372
C 2.5003 2.2689 6.3730 -0.595
C 3.5417 2.9220 5.7220 -0.496
C 4.8545 2.5548 5.9655 -0.650
C 5.1340 1.5359 6.8677 0.353
H 8.9357 0.1983 7.8325 0.474
H 9.4345 -1.5155 9.5494 0.397
H 7.5881 -2.5771 10.8059 0.401
H 5.2423 -1.9505 10.3189 0.473
H 1.9739 0.7453 7.7907 0.550
H 1.4749 2.5508 6.1739 0.415
H 3.3264 3.7173 5.0207 0.399
H 5.6710 3.0529 5.4615 0.479
```

The SMILES is CCOB(O)c1cc(F)c([PH2]=S)c2c1N(CNC)c1ccc(-c3ccncc3)cc1S2.O=C1c2ccccc2C(=O)c2ccccc21.O=C1c2ccccc2C(=O)c2ccccc21. The calculation puts the total energy at -3768.314872 a.u. The HOMO energy comes out at -8.33 eV. As for the spin multiplicity: 1.



This record from the Open Molecules 2025 dataset describes C29H43BrN2O3PS4V as an isolated structure in a non-equilibrium geometry. The level of theory is the ωB97M-V functional and the def2-TZVPD basis.

Geometry as XYZ:
```
84
Properties=species:S:1:pos:R:3:mulliken_charge:R:1
V 0.0002 0.0302 -0.4036 0.804
N 2.3741 -3.2885 -0.2670 -0.408
C 1.3012 -2.5346 -0.5941 0.669
O 0.4904 -2.2115 0.2836 -0.589
C 1.1243 -2.1520 -2.0567 -0.948
C -0.0608 -1.2035 -2.1504 -0.787
H 2.5732 -3.4160 0.7115 0.268
H 3.1146 -3.4088 -0.9348 0.209
H 1.0247 -3.1009 -2.6119 0.509
H 2.0737 -1.7175 -2.3946 0.325
H -0.9555 -1.8065 -1.9363 0.118
H -0.2148 -0.7675 -3.1417 0.248
O -1.9049 6.9878 0.8158 -0.674
C -1.2468 5.9944 0.6005 0.614
S 0.2133 5.5376 1.4678 -0.270
C 0.5207 3.9714 0.7034 0.558
C -0.3720 3.6201 -0.2450 -0.471
S -0.3602 2.2308 -1.3407 -0.598
S -1.6926 4.7423 -0.5647 -0.132
S 1.9203 3.1326 1.3176 -0.392
Br 5.2512 1.3657 -2.3657 -0.228
C 4.1600 0.8108 -0.9276 -0.385
C 4.7136 0.5332 0.3065 -0.199
C 3.8575 0.1374 1.3193 -0.984
C 2.5084 0.0182 1.0467 -0.153
N 1.9867 0.2719 -0.1577 0.912
C 2.7959 0.7013 -1.1262 -0.486
H 5.7760 0.6432 0.4715 0.440
H 4.2198 -0.0565 2.3194 0.465
H 1.8136 -0.2961 1.8158 0.214
H 2.3285 0.9738 -2.0641 0.568
O -2.0592 -0.4125 0.0157 0.041
P -3.0899 0.4547 0.7081 0.771
C -4.4790 -0.6523 1.1900 0.844
C -5.4056 -0.2376 2.3432 -1.594
C -4.8405 -0.5571 3.7227 0.036
C -4.4296 -2.0238 3.8321 -1.262
C -3.4659 -2.4238 2.7186 -0.072
C -4.0564 -2.1204 1.3508 -1.641
C -3.7162 1.7088 -0.4544 2.237
C -5.0431 2.4208 -0.1312 -0.901
C -6.2970 1.7098 -0.6417 -0.585
C -6.1691 1.3207 -2.1107 -1.015
C -4.9189 0.4847 -2.3567 -0.617
C -3.6694 1.2336 -1.9133 -0.690
C -2.2494 1.4166 1.9984 3.002
C -3.0858 2.4485 2.7928 -0.731
C -2.4307 2.7783 4.1385 -1.045
C -0.9175 2.8768 3.9968 -0.280
C -0.2961 1.5381 3.5615 0.006
C -1.3285 0.6076 2.9190 -1.399
H -5.0678 -0.6039 0.2692 0.285
H -6.3372 -0.8044 2.2186 0.671
H -5.6861 0.8149 2.2714 0.398
H -5.5850 -0.3150 4.4861 0.467
H -3.9799 0.0807 3.9275 -0.388
H -5.3291 -2.6482 3.7602 0.393
H -3.9913 -2.2216 4.8137 0.460
H -3.2211 -3.4866 2.7902 0.457
H -2.5217 -1.8892 2.8295 -0.052
H -4.9631 -2.7253 1.2221 0.586
H -3.3601 -2.3926 0.5574 0.407
H -2.9167 2.4508 -0.3660 -2.186
H -4.9911 3.4030 -0.6143 0.593
H -5.1325 2.6299 0.9348 0.215
H -7.1576 2.3703 -0.5023 0.467
H -6.5088 0.8163 -0.0463 0.087
H -6.1006 2.2350 -2.7121 0.367
H -7.0661 0.7916 -2.4440 0.444
H -4.8350 0.2308 -3.4162 0.492
H -5.0006 -0.4716 -1.8280 0.224
H -3.5627 2.1332 -2.5291 0.572
H -2.7664 0.6455 -2.0777 -0.135
H -1.5723 1.9911 1.3441 -2.134
H -4.1068 2.1008 2.9633 0.003
H -3.1584 3.3619 2.1968 0.342
H -2.6882 2.0117 4.8797 0.259
H -2.8421 3.7173 4.5149 0.568
H -0.4685 3.2151 4.9327 0.582
H -0.6795 3.6428 3.2565 -0.323
H 0.1562 1.0277 4.4177 0.587
H 0.5122 1.7433 2.8527 -0.720
H -1.9138 0.1041 3.6916 0.527
H -0.8249 -0.1920 2.3619 0.162
```

The calculation puts the total energy at -6918.388799 a.u. Its relative energy (zero: lowest compared OMol25 entry of this formula, charge and spin) is 91.4 kJ/mol. The HOMO energy (spin up / spin down) comes out at -2.99 / -3.15 eV. As for the spin multiplicity: 4. The total charge is -1.



This record from the Open Molecules 2025 dataset describes C12H17BrI2N3O2RhS as an isolated structure. The level of theory is the ωB97M-V functional and the def2-TZVPD basis.

Geometry as XYZ:
```
39
Properties=species:S:1:pos:R:3:mulliken_charge:R:1
Rh 0.4479 -0.3134 -0.2505 0.465
C -0.8874 -1.4998 2.0962 -0.855
C -1.6022 -0.2025 1.7465 -0.650
N -0.5982 0.7393 1.1614 -0.062
C 0.2285 1.5013 2.1553 -0.473
C 1.3820 0.7113 2.7355 -0.644
S 2.1909 -0.2000 1.3623 -0.072
C 2.1510 -1.9401 1.9621 -0.602
C 1.1079 -2.7614 1.2147 -0.767
N -0.0670 -1.9110 0.9262 -0.107
H -0.2517 -1.3974 2.9697 0.308
H -1.6133 -2.2842 2.3143 0.453
H -2.3684 -0.3743 0.9908 0.378
H -2.0798 0.2464 2.6186 0.453
H -1.0868 1.4655 0.6392 0.374
H 0.6415 2.3391 1.6024 0.161
H -0.4316 1.9040 2.9265 0.325
H 2.1168 1.4006 3.1488 0.532
H 1.1137 0.0132 3.5233 0.343
H 3.1466 -2.3478 1.7970 0.479
H 1.9931 -1.8944 3.0379 0.418
H 1.4903 -3.0925 0.2500 0.355
H 0.8252 -3.6480 1.7874 0.389
H -0.6634 -2.3747 0.2338 0.605
Br 1.1080 3.3390 -0.7974 -0.024
C -0.1301 2.4736 -1.9240 0.113
C -0.7431 3.2317 -2.9137 -0.704
C -1.5635 2.5880 -3.8209 -0.399
C -1.7195 1.2090 -3.7169 -0.743
C -1.0856 0.5471 -2.6925 0.601
N -0.3172 1.1688 -1.7732 0.228
C -1.2135 -0.9508 -2.5759 0.363
O -1.7479 -1.6255 -3.4026 -0.570
O -0.6498 -1.4356 -1.4782 -0.571
H -0.5569 4.2940 -2.9698 0.475
H -2.0531 3.1462 -4.6072 0.472
H -2.3111 0.6293 -4.4123 0.540
I 2.6575 -0.3533 -2.0973 0.353
I 3.1403 -2.3408 -3.7675 0.061
```

The calculation puts the total energy at -4459.837216 a.u. Its relative energy (zero: lowest compared OMol25 entry of this formula, charge and spin) is 136.0 kJ/mol. The HOMO energy comes out at -15.14 eV. As for the spin multiplicity: 1. The total charge is +2.



This record from the Open Molecules 2025 dataset describes a 2-piece molecular cluster, C10H18OSSi overall in a non-equilibrium geometry. The level of theory is the ωB97M-V functional and the def2-TZVPD basis.

Geometry as XYZ:
```
31
Properties=species:S:1:pos:R:3:mulliken_charge:R:1
C -3.2589 0.9455 -1.4465 -0.507
C -1.9073 0.4343 -1.3883 -0.546
C -3.8597 1.1135 -0.2294 -0.479
C -1.4940 0.1723 -0.0196 0.444
C -0.6287 -3.2946 -0.0321 -1.395
C 1.6160 -2.6276 -0.9934 -1.411
C 2.0294 2.2653 1.9401 -0.924
C 1.3185 3.0173 -0.3974 -0.945
C 0.1815 -2.1851 -0.5852 0.832
C 2.0384 2.0128 0.4374 -0.278
O 0.2806 -0.8236 2.1689 -0.553
Si 0.1518 -0.6285 0.4653 0.007
S -2.7776 0.6259 1.0428 -0.153
H -3.7072 1.1266 -2.3937 0.369
H -1.4218 0.3294 -2.2679 0.593
H -4.8441 1.4623 0.0014 0.407
H -0.1823 -3.9531 0.8306 0.297
H -1.6082 -3.1273 0.4808 0.325
H -0.8837 -4.1320 -0.7445 0.351
H 1.5416 -3.5147 -1.7211 0.369
H 2.2341 -3.1483 -0.0882 0.261
H 2.2945 -1.8999 -1.4472 0.375
H 2.8753 3.0845 2.0035 0.322
H 1.0812 2.6078 2.3709 0.279
H 2.3775 1.2748 2.5310 0.182
H 0.8984 3.6846 0.2722 0.365
H 0.8021 2.4809 -1.2459 0.203
H 2.2817 3.4888 -0.8040 0.327
H -0.3313 -1.9782 -1.5241 0.118
H 2.8178 1.4617 -0.0641 0.478
H 0.0844 -0.2753 2.8477 0.288
```

The calculation puts the total energy at -1154.589118 a.u. The HOMO energy (spin up / spin down) comes out at -5.96 / -8.82 eV. As for the spin multiplicity: 3.